Record 1
{"formula": "C37H35ClMnN2S2Si2", "method": "ωB97M-V/def2-TZVPD", "spin_multiplicity": 5, "gap_ha": [0.2294, 0.2683], "charge": 1, "species": ["C", "C", "C", "H", "C", "C", "H", "H", "H", "H", "Mn", "Si", "C", "C", "H", "C", "H", "C", "H", "C", "H", "C", "H", "C", "C", "H", "C", "H", "C", "H", "C", "H", "C", "H", "H", "Si", "C", "C", "H", "C", "H", "C", "H", "C", "H", "C", "H", "C", "C", "H", "C", "H", "C", "H", "C", "H", "C", "H", "H", "Cl", "C", "C", "N", "C", "C", "S", "C", "C", "S", "C", "N", "C", "H", "H", "H", "H", "H", "H", "H", "H"], "xyz": [[-1.604530, -0.633712, 5.581375], [-2.439030, -0.006812, 4.624275], [-2.523230, -0.852012, 3.494775], [-2.924430, 0.948388, 4.737875], [-1.741730, -2.003912, 3.748775], [-1.176530, -1.866312, 5.036075], [-0.526930, -2.577412, 5.518275], [-1.346330, -0.244312, 6.552375], [-3.088230, -0.664612, 2.598675], [-1.585830, -2.818012, 3.061775], [-0.356130, -0.194612, 3.722175], [2.971070, 0.208888, -4.960025], [1.976270, 1.714888, -5.455925], [2.384470, 2.533788, -6.510825], [3.279870, 2.287188, -7.068825], [1.655970, 3.660888, -6.864925], [1.987270, 4.282188, -7.686825], [0.501470, 3.987088, -6.168325], [-0.069430, 4.864288, -6.444025], [0.077570, 3.182088, -5.119525], [-0.824930, 3.430988, -4.576425], [0.808370, 2.057388, -4.768625], [0.458670, 1.432088, -3.955925], [2.052170, -1.363312, -5.392725], [0.846170, -1.314512, -6.097625], [0.422870, -0.356612, -6.374825], [0.170970, -2.476612, -6.438125], [-0.762330, -2.418912, -6.983125], [0.690070, -3.713012, -6.078125], [0.162870, -4.620512, -6.342125], [1.883870, -3.781212, -5.374725], [2.289570, -4.742212, -5.086925], [2.556370, -2.615612, -5.035225], [3.483670, -2.684112, -4.478825], [3.241770, 0.186988, -3.496625], [-0.256730, 0.012088, 1.250275], [-0.769830, -1.573112, 0.349975], [-1.843530, -1.564712, -0.544025], [-2.284930, -0.621112, -0.840825], [-2.348230, -2.743012, -1.078425], [-3.177530, -2.707712, -1.774025], [-1.781830, -3.962012, -0.736025], [-2.171130, -4.881712, -1.153925], [-0.709630, -3.992412, 0.147175], [-0.253730, -4.938612, 0.411475], [-0.217730, -2.812812, 0.683875], [0.622570, -2.855012, 1.364975], [-1.318530, 1.364188, 0.440175], [-2.547130, 1.713388, 1.002675], [-2.859130, 1.237388, 1.924975], [-3.369630, 2.667388, 0.417275], [-4.319030, 2.919988, 0.873375], [-2.970830, 3.298588, -0.751825], [-3.605230, 4.045588, -1.211925], [-1.751830, 2.965388, -1.329325], [-1.435230, 3.454288, -2.242125], [-0.940330, 2.007088, -0.740725], [0.007370, 1.757288, -1.200625], [4.284870, 0.286288, -5.655525], [1.717070, 0.417488, 0.378675], [-1.515430, 3.313588, 3.918975], [-0.346730, 2.846288, 4.698875], [0.164170, 1.588388, 4.694875], [1.246770, 1.495188, 5.500775], [1.613970, 2.649988, 6.179875], [0.530370, 3.851788, 5.728175], [1.922870, 0.223488, 5.511375], [3.078070, -0.117512, 6.203675], [3.456470, -1.700512, 5.774775], [2.136270, -1.869012, 4.739275], [1.401670, -0.730912, 4.711975], [1.814170, -3.123012, 4.011975], [-2.301030, 3.693088, 4.604175], [-1.204930, 4.121188, 3.223475], [-1.913730, 2.478788, 3.347675], [2.452770, 2.766088, 6.852675], [3.639270, 0.517888, 6.875775], [2.635570, -3.372112, 3.309475], [1.689970, -3.949112, 4.742775], [0.867570, -3.006512, 3.466575]], "forces_ev_per_a": [[-0.435, 0.178, -0.403], [-0.660, -0.249, 0.426], [0.019, 0.980, -0.049], [-0.052, -0.015, 0.025], [0.844, -0.660, 0.806], [-0.785, -0.871, -0.291], [-0.025, -0.011, 0.028], [0.055, 0.052, 0.023], [-0.107, -0.100, -0.058], [-0.064, -0.094, -0.048], [-0.401, -0.091, -0.475], [0.148, -0.017, 0.004], [0.061, -0.016, 0.120], [-0.026, -0.054, 0.043], [0.033, 0.005, 0.023], [-0.065, 0.012, -0.009], [0.000, 0.004, 0.001], [0.030, 0.000, -0.013], [0.004, 0.006, 0.000], [0.005, -0.022, 0.008], [-0.041, 0.008, -0.022], [0.028, 0.060, -0.086], [-0.011, -0.039, 0.082], [-0.090, 0.049, -0.111], [0.083, 0.004, 0.078], [0.020, 0.020, -0.046], [-0.027, -0.127, 0.018], [-0.007, -0.001, -0.013], [-0.052, 0.074, -0.025], [0.002, -0.010, -0.013], [0.052, 0.045, 0.059], [0.015, -0.018, -0.008], [-0.073, -0.001, -0.014], [0.052, -0.018, 0.009], [-0.048, 0.086, -0.075], [0.745, 0.191, -2.078], [-0.227, -0.059, 0.546], [0.023, 0.161, 0.005], [-0.064, -0.024, 0.030], [0.078, -0.097, -0.092], [0.021, 0.014, 0.017], [-0.033, 0.093, 0.044], [0.014, 0.019, 0.013], [0.099, -0.050, -0.017], [-0.001, 0.003, -0.005], [-0.020, 0.022, -0.092], [0.098, -0.027, 0.011], [0.048, 0.066, 0.547], [0.032, 0.077, -0.052], [-0.134, 0.057, -0.056], [-0.063, -0.020, 0.038], [0.006, -0.010, -0.005], [0.044, -0.038, -0.002], [0.009, -0.013, 0.019], [-0.113, -0.032, 0.021], [0.028, -0.020, 0.029], [0.219, -0.060, -0.008], [0.004, 0.040, -0.015], [-0.130, -0.055, 0.033], [-0.914, -0.284, 0.998], [-0.213, 0.459, 0.004], [1.021, -1.761, 0.295], [-0.786, 2.582, -0.400], [0.778, 1.246, 0.973], [-0.343, -1.641, -0.809], [-0.184, 1.118, 0.251], [1.498, -0.019, 0.962], [-1.536, 0.549, -0.850], [0.809, -0.764, 0.282], [-0.883, 1.843, 0.255], [1.602, -2.103, -0.427], [0.085, -0.434, -0.029], [0.389, -0.109, -0.467], [-0.332, -0.468, 0.360], [0.019, 0.184, -0.070], [-0.229, 0.199, -0.096], [0.054, -0.328, -0.103], [-0.558, 0.014, 0.340], [0.142, 0.346, -0.511], [0.417, -0.031, 0.115]], "lowdin_charge": [-0.12, -0.16, -0.15, 0.11, -0.14, -0.15, 0.11, 0.13, 0.11, 0.11, 0.68, 0.73, -0.34, -0.11, 0.09, -0.08, 0.10, -0.08, 0.10, -0.09, 0.09, -0.12, 0.09, -0.33, -0.10, 0.09, -0.09, 0.10, -0.09, 0.10, -0.09, 0.10, -0.12, 0.10, -0.03, 0.43, -0.33, -0.09, 0.10, -0.07, 0.11, -0.07, 0.11, -0.08, 0.11, -0.14, 0.08, -0.35, -0.15, 0.06, -0.08, 0.11, -0.07, 0.11, -0.06, 0.09, -0.11, 0.06, -0.02, 0.21, -0.06, -0.57, 0.00, -0.33, -0.30, 1.16, -0.33, -0.30, 1.16, -0.58, -0.01, -0.06, 0.11, 0.11, 0.03, 0.09, 0.09, 0.11, 0.11, 0.05]}



Record 2
{"formula": "C3H6O4", "method": "ωB97M-V/def2-TZVPD", "spin_multiplicity": 1, "gap_ha": 0.3139, "charge": 0, "species": ["C", "C", "C", "O", "O", "O", "O", "H", "H", "H", "H", "H", "H"], "xyz": [[0.150064, -0.820375, -0.411388], [0.650704, 1.442017, -0.368165], [-0.908460, -1.540321, 0.079417], [-0.322664, 1.757196, 0.558134], [-0.843641, -2.936189, 0.055306], [-2.131733, -1.262492, 0.562495], [1.883067, 1.971768, -0.013663], [0.993622, -1.541443, -0.578325], [0.350051, 1.783949, -1.344123], [0.099626, 2.075913, 1.318783], [0.054063, -3.095042, 0.463438], [-2.267012, -0.315571, 0.416382], [2.292314, 2.480588, -0.738291]], "forces_ev_per_a": [[0.665, 0.658, 0.750], [-1.217, -1.294, 0.761], [1.066, -0.292, -0.760], [-0.426, -0.519, -2.061], [1.919, 0.591, 1.152], [0.229, 1.238, -0.492], [-0.524, -0.893, -0.075], [-0.529, 1.230, -0.332], [-0.149, -0.574, -0.451], [1.007, 0.718, 1.921], [-1.456, -0.290, -0.845], [-0.159, 0.032, 0.192], [-0.427, -0.605, 0.240]], "lowdin_charge": [0.10, -0.24, -0.54, 0.00, 0.00, 0.08, 0.02, 0.05, 0.11, 0.07, 0.12, 0.11, 0.12]}



DFT total energy per entry: -4526.85584 -418.70838 hartree